{
  "formula": "C33H35Cl5N4P2Re",
  "method": "ωB97M-V/def2-TZVPD",
  "homo_ha": [-0.45818, -0.45818],
  "lumo_ev": [-7.63, -9.71],
  "de_lowest_ev": 0.0000,
  "spin_multiplicity": 4,
  "charge": 2,
  "elements": ["Re", "C", "C", "C", "C", "C", "C", "C", "C", "C", "H", "H", "H", "H", "H", "H", "H", "H", "H", "H", "H", "H", "H", "H", "H", "P", "P", "N", "N", "N", "N", "C", "C", "C", "C", "C", "C", "C", "C", "C", "C", "C", "C", "C", "C", "C", "C", "C", "C", "H", "H", "H", "H", "H", "H", "H", "H", "H", "H", "H", "H", "H", "H", "H", "H", "H", "H", "H", "H", "Cl", "C", "C", "C", "Cl", "C", "Cl", "C", "Cl", "C", "Cl"],
  "xyz": [[-2.567, 0.310, 1.314], [-2.260, -1.607, 2.790], [-1.192, -0.675, 2.667], [-0.004, -1.032, 1.796], [-0.325, -1.232, 0.312], [-1.637, -0.666, -0.202], [-2.896, -1.345, 0.124], [-2.796, -2.791, 0.603], [-2.323, -2.914, 2.053], [-3.280, 1.885, 0.238], [-2.843, -1.599, 3.713], [-0.973, -0.022, 3.521], [0.489, -1.936, 2.189], [0.723, -0.210, 1.926], [0.486, -0.752, -0.264], [-0.260, -2.294, 0.046], [-1.604, -0.167, -1.183], [-3.707, -1.210, -0.601], [-2.127, -3.366, -0.056], [-3.794, -3.234, 0.528], [-3.040, -3.561, 2.580], [-1.367, -3.452, 2.117], [-4.139, 1.577, -0.368], [-2.513, 2.281, -0.449], [-3.593, 2.676, 0.940], [0.321, 0.641, -2.371], [2.515, 0.404, 0.617], [-0.011, -0.454, -3.700], [0.693, 2.088, -3.410], [3.480, -1.060, 0.446], [3.770, 1.261, 1.493], [2.087, 0.144, -2.145], [2.779, 1.047, -1.101], [-1.261, -0.572, -4.331], [-1.161, -1.547, -5.319], [0.180, -2.039, -5.310], [0.860, -1.366, -4.303], [-0.293, 3.047, -3.678], [0.279, 4.083, -4.420], [1.647, 3.743, -4.649], [1.873, 2.521, -4.022], [2.893, -2.338, 0.515], [3.765, -3.257, -0.030], [4.924, -2.547, -0.466], [4.727, -1.209, -0.180], [5.102, 1.035, 1.884], [5.635, 2.234, 2.356], [4.583, 3.215, 2.313], [3.455, 2.593, 1.809], [2.652, 0.180, -3.086], [2.099, -0.909, -1.820], [3.858, 1.113, -1.297], [2.387, 2.077, -1.129], [-2.096, 0.023, -4.002], [-1.946, -1.883, -5.982], [0.622, -2.785, -5.950], [1.879, -1.480, -3.951], [-1.306, 2.886, -3.331], [-0.226, 4.975, -4.759], [2.380, 4.311, -5.213], [2.769, 1.929, -3.971], [1.950, -2.493, 1.020], [3.590, -4.325, -0.101], [5.806, -2.974, -0.929], [5.399, -0.367, -0.292], [5.554, 0.055, 1.831], [6.648, 2.402, 2.694], [4.645, 4.248, 2.617], [2.444, 2.942, 1.660], [-2.508, 2.353, 3.509], [-3.855, 1.320, 3.827], [-4.172, 0.394, 2.847], [-5.192, -0.538, 3.074], [-5.643, -1.621, 1.827], [-5.813, -0.621, 4.337], [-6.886, -1.903, 4.679], [-5.481, 0.321, 5.343], [-6.199, 0.206, 6.885], [-4.523, 1.330, 5.074], [-4.136, 2.504, 6.257]],
  "forces_ev_per_a": [[-1.6, 3.7, 2.4], [1.8, 0.0, 1.3], [-0.2, -1.4, 0.6], [0.2, 0.2, 0.6], [0.5, -0.2, -0.6], [-0.9, -1.5, -0.4], [0.6, -1.5, -1.3], [-0.6, 0.0, 0.0], [-0.5, -0.5, 0.2], [0.2, 0.9, -0.2], [0.0, 0.4, -0.4], [-0.3, -0.2, -0.2], [-0.2, 0.3, 0.1], [-0.5, -0.6, -0.1], [-0.3, -0.2, 0.2], [-0.1, 0.1, 0.0], [-0.3, 0.2, 0.8], [0.1, 0.2, 0.3], [-0.3, 0.3, 0.0], [0.3, 0.0, -0.1], [0.3, 0.2, -0.1], [0.0, 0.4, 0.0], [0.0, 0.0, 0.1], [-0.1, 0.2, 0.1], [0.1, 0.0, -0.5], [1.9, 2.0, -2.3], [3.4, -0.3, 0.1], [-0.5, -1.1, -0.5], [-0.5, -0.1, 0.5], [-0.7, -0.6, -0.3], [-0.7, 1.0, 0.5], [0.1, 0.0, 0.4], [0.1, 0.3, 0.0], [1.6, 0.0, 0.8], [1.5, -1.0, -0.6], [-1.7, 0.4, -0.3], [-0.7, 1.1, 0.7], [0.9, 0.0, -0.2], [0.4, -0.8, 0.2], [-0.8, -0.4, 0.4], [-0.8, 0.1, 0.1], [0.8, 0.0, -0.3], [-0.5, 0.3, 0.2], [-0.3, 0.8, 0.2], [-0.3, -0.7, 0.0], [0.1, 1.1, 0.0], [-1.3, -0.7, -0.5], [-0.5, -0.8, -0.4], [1.2, -0.2, 0.2], [-0.3, 0.0, 0.2], [0.1, 0.1, 0.1], [-0.3, 0.0, 0.0], [0.1, -0.2, -0.1], [-0.1, 0.0, 0.0], [0.0, 0.1, 0.1], [-0.2, 0.0, 0.0], [-0.3, 0.0, -0.2], [0.2, 0.2, 0.0], [0.0, -0.1, 0.0], [-0.2, -0.1, 0.2], [0.1, 0.1, 0.0], [0.2, 0.0, -0.2], [0.1, 0.3, 0.1], [-0.1, 0.1, 0.1], [-0.2, -0.2, -0.1], [-0.1, 0.2, 0.0], [-0.2, -0.2, 0.0], [0.0, -0.1, 0.0], [0.1, 0.2, 0.0], [0.3, 0.1, -0.3], [-0.8, -0.7, 0.7], [-0.1, -1.6, -1.3], [-0.1, 0.6, 1.0], [-0.1, -0.1, 0.0], [0.5, 0.4, -0.3], [-0.1, 0.1, 0.0], [0.5, 0.1, -0.6], [0.0, 0.1, -0.2], [-0.1, -0.4, -0.5], [0.0, -0.1, -0.2]],
  "mulliken_spin": [1.791, 0.166, -0.032, 0.061, 0.046, -0.134, -0.010, 0.026, 0.022, -0.004, 0.005, 0.005, -0.006, -0.017, -0.016, -0.009, -0.007, 0.010, -0.010, -0.007, 0.000, 0.015, 0.022, 0.023, 0.009, 0.019, -0.005, -0.043, -0.027, 0.000, 0.000, -0.008, 0.002, 0.300, 0.086, 0.087, 0.280, 0.118, 0.027, 0.027, 0.111, -0.004, 0.001, 0.000, 0.000, 0.000, 0.000, 0.000, 0.000, 0.001, 0.002, 0.001, -0.002, 0.007, 0.000, -0.001, 0.020, -0.001, 0.000, 0.000, 0.001, 0.000, 0.000, 0.000, 0.000, 0.000, 0.000, 0.000, 0.000, 0.004, 0.082, -0.087, 0.052, 0.003, -0.036, -0.005, 0.061, 0.013, -0.030, -0.005]
}



{
  "formula": "C33H35ClN8O5Pt",
  "method": "ωB97M-V/def2-TZVPD",
  "homo_ha": -0.47418,
  "lumo_ev": -7.96,
  "spin_multiplicity": 1,
  "charge": 2,
  "elements": ["Pt", "O", "C", "O", "C", "C", "C", "N", "C", "C", "C", "C", "C", "C", "C", "N", "C", "C", "C", "C", "C", "N", "H", "H", "H", "H", "H", "H", "H", "H", "H", "H", "N", "N", "C", "O", "O", "H", "H", "H", "C", "C", "C", "C", "C", "O", "C", "C", "C", "C", "C", "C", "Cl", "C", "C", "C", "N", "C", "N", "C", "N", "H", "H", "H", "H", "H", "H", "H", "H", "H", "H", "H", "H", "H", "H", "H", "H", "H", "H", "H", "H", "H", "H"],
  "xyz": [[-0.063, 1.767, -1.736], [-1.301, 6.063, 3.293], [-1.914, 6.099, 2.216], [-2.851, 6.809, 1.828], [-1.411, 5.100, 1.180], [-2.173, 4.847, 0.041], [-1.714, 3.903, -0.853], [-0.543, 3.294, -0.603], [0.218, 3.510, 0.487], [-0.208, 4.433, 1.416], [1.418, 2.643, 0.547], [2.399, 2.735, 1.512], [3.471, 1.848, 1.476], [3.537, 0.884, 0.481], [2.532, 0.830, -0.466], [1.510, 1.693, -0.430], [-2.368, 3.419, -2.092], [-3.503, 3.982, -2.637], [-4.019, 3.462, -3.819], [-3.389, 2.391, -4.432], [-2.254, 1.860, -3.849], [-1.761, 2.363, -2.711], [-3.097, 5.399, -0.083], [0.317, 4.656, 2.338], [2.332, 3.492, 2.281], [4.248, 1.913, 2.226], [4.354, 0.178, 0.431], [2.508, 0.089, -1.257], [-3.977, 4.821, -2.147], [-4.908, 3.897, -4.256], [-3.764, 1.962, -5.350], [-1.728, 1.016, -4.278], [1.158, 2.651, -3.265], [1.173, 1.695, -4.299], [0.893, 0.349, -4.022], [1.055, -0.502, -4.838], [0.414, 0.157, -2.795], [0.751, 3.519, -3.613], [2.097, 2.851, -2.916], [1.664, 1.919, -5.155], [1.450, -1.044, 2.971], [0.677, -2.219, 3.585], [1.649, -3.388, 3.794], [0.190, -1.758, 4.968], [-0.532, -2.682, 2.703], [-1.387, -3.524, 3.476], [-0.174, -3.488, 1.436], [0.886, -2.976, 0.447], [0.878, -3.775, -0.838], [0.603, -3.165, -2.053], [0.588, -3.890, -3.239], [0.845, -5.246, -3.200], [0.822, -6.166, -4.673], [1.129, -5.878, -2.001], [1.146, -5.138, -0.828], [-1.526, -1.529, 2.409], [-1.414, -0.876, 1.098], [-0.918, 0.304, 0.809], [-1.105, 0.534, -0.499], [-1.732, -0.598, -0.961], [-1.943, -1.452, -0.010], [2.240, -0.746, 3.664], [0.809, -0.166, 2.841], [1.918, -1.286, 2.019], [2.450, -3.080, 4.466], [2.109, -3.727, 2.867], [1.168, -4.248, 4.266], [1.054, -1.556, 5.602], [-0.422, -2.508, 5.462], [-0.392, -0.833, 4.924], [-0.869, -4.231, 3.877], [-1.106, -3.666, 0.897], [0.145, -4.469, 1.791], [1.877, -3.058, 0.899], [0.740, -1.918, 0.198], [0.419, -2.098, -2.090], [0.390, -3.403, -4.185], [1.340, -6.939, -1.992], [1.379, -5.641, 0.104], [-1.450, -0.746, 3.160], [-2.532, -1.941, 2.448], [-0.484, 0.976, 1.528], [-2.017, -0.762, -1.986]],
  "forces_ev_per_a": [[0.3, -0.2, -0.1], [0.3, -0.5, -0.3], [-0.5, 1.2, 1.1], [0.1, -0.4, -0.5], [0.0, -0.1, -0.1], [0.1, -0.2, -0.2], [-0.1, 0.1, 0.1], [0.1, -0.1, -0.1], [0.0, 0.1, 0.1], [0.2, -0.2, -0.2], [0.0, 0.1, -0.1], [0.1, -0.1, 0.0], [0.0, 0.0, 0.0], [0.0, 0.0, 0.0], [0.0, -0.1, 0.0], [0.0, 0.0, 0.0], [0.1, 0.0, 0.1], [-0.1, 0.0, -0.1], [0.0, 0.0, 0.0], [0.0, 0.0, 0.0], [0.0, -0.1, 0.0], [0.0, 0.0, 0.0], [0.0, 0.1, 0.1], [-0.1, 0.1, 0.0], [0.0, 0.0, 0.0], [0.0, 0.0, 0.0], [0.0, 0.0, 0.0], [0.0, 0.0, 0.0], [0.0, 0.0, 0.0], [0.0, 0.0, 0.0], [0.0, 0.0, 0.0], [0.0, 0.0, 0.0], [-0.5, 0.0, 0.6], [-0.2, 0.0, -0.2], [0.1, 0.0, 0.0], [0.0, 0.1, 0.1], [-0.1, -0.1, -0.1], [0.0, 0.0, 0.0], [0.0, 0.0, 0.0], [0.1, 0.1, 0.1], [0.0, 0.0, 0.0], [0.0, 0.0, 0.0], [0.0, 0.0, 0.0], [0.0, 0.0, 0.0], [0.0, -0.1, 0.0], [0.0, 0.0, 0.0], [0.0, 0.1, 0.0], [0.0, -0.1, -0.1], [0.0, 0.1, 0.1], [0.0, 0.0, -0.2], [0.0, 0.2, 0.0], [0.0, -0.2, -0.2], [0.0, 0.1, 0.2], [0.0, 0.0, 0.2], [0.0, -0.2, -0.1], [0.0, 0.1, 0.1], [-0.2, 0.0, -0.1], [0.0, 0.2, 0.1], [0.3, 0.1, -0.4], [0.0, 0.0, 0.0], [-0.1, 0.0, 0.1], [0.0, 0.0, 0.0], [0.0, 0.0, 0.0], [0.0, 0.0, 0.0], [0.0, 0.0, 0.0], [0.0, 0.0, 0.0], [0.0, 0.0, 0.0], [0.0, 0.0, 0.0], [0.0, 0.0, 0.0], [0.0, 0.0, 0.0], [0.0, 0.0, 0.0], [0.0, 0.0, 0.0], [0.0, 0.0, 0.0], [0.0, 0.1, 0.0], [0.0, 0.0, 0.0], [0.0, 0.0, 0.0], [0.0, 0.0, 0.0], [0.0, 0.0, 0.0], [0.0, 0.0, 0.0], [0.0, 0.0, 0.0], [0.0, 0.0, 0.0], [0.0, 0.0, 0.0], [0.0, 0.0, 0.0]],
  "mulliken_charge": [0.651, -0.677, 0.276, -0.668, -0.251, -0.915, 0.982, 0.316, 0.251, -0.803, 0.645, -0.433, -0.772, -0.725, -0.099, 0.073, 0.476, -0.854, -0.555, -0.867, 0.107, 0.239, 0.641, 0.687, 0.587, 0.515, 0.508, 0.464, 0.544, 0.486, 0.492, 0.493, -0.311, -0.219, 0.270, -0.552, -0.358, 0.398, 0.353, 0.274, -1.716, 1.771, -1.790, -1.785, 2.620, -0.675, -2.323, 1.588, -0.865, 0.609, -1.338, 0.333, -0.199, -0.960, -0.276, -2.521, 0.987, -0.006, -0.330, -0.433, -0.774, 0.721, 0.249, 0.079, 0.491, 0.286, 0.422, 0.476, 0.362, 0.377, 0.572, 0.240, 0.789, 0.517, -0.814, 0.271, 0.490, 0.439, 0.403, 0.472, 0.335, 0.696, 0.535]
}



{
  "formula": "C33H35I2N8O4SV",
  "method": "ωB97M-V/def2-TZVPD",
  "homo_ha": [-0.38438, -0.38510],
  "lumo_ev": [-3.85, -3.40],
  "de_lowest_ev": 0.0000,
  "spin_multiplicity": 2,
  "charge": 1,
  "elements": ["V", "N", "C", "S", "N", "N", "C", "C", "C", "C", "C", "C", "C", "O", "H", "H", "H", "H", "H", "H", "H", "O", "C", "C", "C", "C", "N", "C", "C", "C", "C", "C", "C", "O", "C", "C", "N", "H", "H", "H", "H", "H", "H", "H", "H", "H", "H", "H", "H", "I", "C", "C", "C", "I", "C", "C", "C", "C", "N", "C", "C", "O", "H", "H", "H", "H", "C", "C", "C", "C", "N", "N", "H", "H", "H", "H", "H", "H", "H", "H", "H", "H", "H", "H"],
  "xyz": [[1.011, 0.293, 0.315], [3.369, 0.865, -3.386], [2.540, 0.987, -2.327], [3.163, 0.482, -0.781], [1.349, 1.459, -2.535], [0.582, 1.518, -1.383], [-0.439, 2.295, -1.496], [-1.467, 2.474, -0.502], [-2.465, 3.435, -0.695], [-3.481, 3.584, 0.229], [-3.525, 2.765, 1.354], [-2.559, 1.795, 1.566], [-1.536, 1.666, 0.637], [-0.606, 0.713, 0.813], [4.341, 0.664, -3.234], [3.098, 1.301, -4.252], [-0.541, 2.843, -2.430], [-2.433, 4.060, -1.579], [-4.245, 4.333, 0.075], [-4.327, 2.883, 2.070], [-2.586, 1.135, 2.422], [-5.777, -3.790, 2.743], [-4.524, -3.808, 3.394], [-3.480, -3.225, 2.484], [-2.132, -3.330, 2.801], [-1.205, -2.765, 1.946], [-1.540, -2.126, 0.828], [-2.832, -2.013, 0.515], [-3.830, -2.554, 1.323], [-3.168, -1.246, -0.729], [-4.486, -0.950, -1.064], [-4.760, -0.231, -2.218], [-6.182, 0.127, -2.576], [-7.116, -0.865, -2.202], [-3.693, 0.159, -3.013], [-2.412, -0.170, -2.602], [-2.143, -0.846, -1.491], [-6.426, -4.235, 3.296], [-4.227, -4.825, 3.670], [-4.554, -3.211, 4.315], [-1.800, -3.848, 3.692], [-0.141, -2.828, 2.154], [-4.873, -2.480, 1.063], [-5.313, -1.269, -0.448], [-6.246, 0.368, -3.642], [-6.472, 1.025, -2.028], [-6.985, -1.644, -2.752], [-3.849, 0.702, -3.937], [-1.557, 0.121, -3.207], [3.221, -2.995, 3.521], [3.258, -0.927, 3.507], [4.011, -0.219, 4.474], [4.052, 1.148, 4.503], [5.191, 2.096, 5.963], [3.322, 1.903, 3.540], [3.263, 3.309, 3.443], [2.514, 3.897, 2.457], [1.818, 3.090, 1.545], [1.853, 1.778, 1.614], [2.584, 1.182, 2.589], [2.544, -0.234, 2.566], [1.798, -0.792, 1.616], [4.567, -0.790, 5.204], [3.813, 3.914, 4.151], [2.455, 4.972, 2.365], [1.230, 3.525, 0.746], [0.164, -4.174, -1.672], [1.533, -3.512, -1.794], [1.712, -2.891, -3.184], [2.638, -4.534, -1.546], [1.678, -2.524, -0.706], [0.737, -1.457, -0.796], [0.091, -5.006, -2.373], [-0.647, -3.477, -1.899], [0.016, -4.556, -0.661], [1.681, -3.665, -3.950], [2.673, -2.376, -3.258], [0.920, -2.180, -3.438], [2.596, -5.326, -2.293], [2.531, -4.975, -0.556], [3.623, -4.066, -1.609], [2.596, -2.087, -0.767], [-0.165, -1.767, -0.384], [0.531, -1.196, -1.762]],
  "forces_ev_per_a": [[0.8, -0.3, 0.2], [0.0, 0.1, 0.0], [0.1, 0.0, -0.1], [-0.2, 0.0, 0.2], [0.0, 0.0, 0.0], [-0.1, 0.0, 0.0], [0.1, -0.1, -0.1], [-0.2, 0.1, 0.2], [0.0, -0.1, 0.1], [0.0, 0.1, -0.1], [0.0, -0.1, 0.1], [-0.1, 0.1, -0.2], [0.0, -0.2, -0.1], [0.0, 0.2, 0.1], [0.0, 0.0, 0.0], [0.0, 0.0, 0.0], [0.0, 0.0, 0.0], [0.0, 0.0, 0.0], [0.0, 0.0, 0.0], [0.0, 0.0, 0.0], [0.0, 0.0, 0.0], [0.0, 0.0, 0.0], [0.0, 0.0, 0.0], [0.0, 0.0, 0.0], [0.0, 0.0, 0.0], [0.0, -0.1, 0.0], [-0.1, 0.0, -0.2], [-0.1, 0.1, 0.1], [0.1, 0.0, 0.0], [0.0, 0.0, -0.1], [0.0, 0.0, 0.0], [0.0, 0.0, 0.0], [0.0, 0.0, 0.0], [0.0, 0.0, 0.0], [0.0, 0.0, 0.0], [0.0, 0.0, 0.0], [0.1, -0.1, 0.0], [0.0, 0.0, 0.0], [0.0, 0.0, 0.0], [0.0, 0.0, 0.0], [0.0, 0.0, 0.0], [0.0, 0.0, 0.0], [0.0, 0.0, 0.0], [0.0, 0.0, 0.0], [0.0, 0.0, 0.0], [0.0, 0.0, 0.0], [0.0, 0.0, 0.0], [0.0, 0.0, 0.0], [0.0, 0.0, 0.0], [0.0, -0.1, 0.0], [0.0, 0.2, 0.0], [0.0, 0.0, 0.0], [-0.1, 0.0, -0.1], [0.0, 0.0, 0.0], [0.0, 0.0, 0.1], [0.0, 0.0, 0.0], [0.0, -0.1, 0.0], [0.0, 0.1, 0.0], [-0.1, 0.0, -0.2], [0.0, 0.0, 0.1], [0.0, -0.1, 0.1], [-0.2, 0.1, -0.4], [0.0, 0.0, 0.0], [0.0, 0.0, 0.0], [0.0, 0.0, 0.0], [0.0, 0.0, 0.0], [0.0, 0.0, 0.0], [0.0, -0.1, 0.0], [0.0, 0.0, 0.0], [0.0, 0.0, 0.0], [0.1, 0.2, 0.0], [-0.3, 0.3, 0.0], [0.0, 0.0, 0.0], [0.0, 0.0, 0.0], [0.0, 0.0, 0.0], [0.0, 0.0, 0.0], [0.0, 0.0, 0.0], [0.0, 0.0, 0.0], [0.0, 0.0, 0.0], [0.0, 0.0, 0.0], [0.0, 0.0, 0.0], [0.0, -0.1, 0.0], [0.0, 0.0, 0.0], [0.1, 0.0, 0.0]],
  "mulliken_spin": [1.154, -0.005, 0.006, -0.052, -0.001, -0.040, 0.035, 0.007, 0.016, -0.014, 0.013, -0.015, 0.004, -0.051, 0.000, 0.000, -0.003, 0.000, 0.000, 0.000, 0.000, 0.000, 0.000, 0.000, 0.000, 0.000, 0.005, 0.000, 0.000, 0.000, 0.001, 0.000, 0.000, 0.000, 0.001, -0.001, 0.003, 0.000, 0.000, 0.000, 0.000, 0.001, 0.000, 0.000, 0.000, 0.000, 0.000, 0.000, 0.001, 0.000, -0.007, 0.003, -0.005, -0.001, -0.001, 0.001, 0.001, 0.013, -0.019, -0.003, 0.010, -0.023, 0.000, 0.000, 0.000, -0.002, 0.000, -0.001, -0.001, 0.001, 0.007, -0.050, 0.000, 0.000, 0.000, 0.000, 0.000, -0.002, 0.000, 0.000, 0.000, 0.004, -0.013, 0.023]
}